[1]
Below is C2H2DyLiO2 as an isolated structure, with properties calculated with ωB97M-V/def2-TZVPD.

Structure (XYZ):
```
8
Properties=species:S:1:pos:R:3:forces:R:3:lowdin_charge:R:1
C -1.392 0.353 -0.044 0.5 6.4 1.1 -0.11
C -0.261 -0.427 -0.514 -1.7 -0.8 -0.3 -0.42
O 0.987 -0.006 -0.156 0.4 -0.7 0.3 -0.57
O -1.263 1.625 0.131 -0.5 -5.4 0.1 -0.06
H -0.948 -0.058 -1.540 2.2 -1.0 0.7 0.21
Dy 2.613 -1.243 1.385 -0.6 0.3 -0.8 1.16
Li 0.747 1.266 1.128 -0.6 0.7 -0.5 0.67
H -0.483 -1.510 -0.390 0.3 0.6 -0.6 0.12
```
Forces are in eV/Å.

- LUMO level (alpha / beta): -0.1520 / -0.1856 Ha
- Strongest force on any atom: 6.53 eV Å⁻¹
- Multiplicity: 7
- E_HOMO (alpha / beta): -9.7 / -12.3 eV
- Charge: +1
- Expectation value of S²: 13.0191
- Orbital gap (alpha / beta): 5.565 / 7.233 eV

[2]
Below is C2H2ErF2LiO as an isolated structure, with properties calculated with ωB97M-V/def2-TZVPD.

Structure (XYZ):
```
9
Properties=species:S:1:pos:R:3:forces:R:3:lowdin_charge:R:1
F -2.789 -0.801 -1.282 1.2 -1.8 1.8 -0.55
O 0.216 -0.771 0.155 -1.6 -2.9 -1.2 -0.27
Er -1.846 -2.162 0.000 1.4 2.5 -1.1 2.32
Li -2.587 0.792 -1.982 -0.4 0.9 -0.7 0.91
C 1.470 0.088 0.065 -7.1 -2.3 -3.7 -0.22
C 0.997 0.713 1.145 7.4 2.3 2.2 0.21
H 2.025 1.377 0.943 -2.4 1.7 1.3 0.25
F 1.447 0.498 -1.181 2.3 -0.5 1.5 0.20
H 1.067 0.267 2.137 -0.7 0.2 0.0 0.15
```
Forces are in eV/Å.

- LUMO level (alpha / beta): -0.5679 / -0.5927 Ha
- Strongest force on any atom: 8.36 eV Å⁻¹
- Multiplicity: 5
- E_HOMO (alpha / beta): -22.8 / -23.0 eV
- Energy relative to the best compared isomer or geometry (same formula, charge and spin): 64.69 kcal/mol
- Charge: +3
- Expectation value of S²: 6.0079
- Orbital gap (alpha / beta): 7.301 / 6.848 eV

| no. | E_tot (Ha) |
| --- | --- |
| 1 | -1120.07452 |
| 2 | -1373.57042 |